DFT (wB97M-V/def2-TZVPD) results for C26H37BaN4O4S2 as an isolated structure.

Each line ends with the Mulliken charge.
Cartesian coordinates (Å):
Ba 2.0737 1.1155 -0.7907  1.778
C -0.7302 -2.3417 2.6098  -1.693
C -0.2565 -2.3315 1.1525  2.190
C 1.1210 -2.9873 1.0344  -1.369
C -1.2324 -3.0101 0.2145  0.328
C -1.9404 -4.1314 0.6237  -0.691
C -2.8117 -4.7876 -0.2246  -1.282
C -2.9913 -4.3318 -1.5198  -0.362
C -2.2962 -3.2279 -1.9731  0.550
C -2.4417 -2.6917 -3.3801  1.290
C -1.2756 -3.2039 -4.2308  -1.442
C -3.7757 -3.0398 -4.0370  -1.897
C -1.3983 -2.5668 -1.1089  -0.432
N -0.6743 -1.5512 -1.6946  -0.158
C -0.7073 -0.3266 -1.3382  0.722
C -0.1782 0.7318 -2.1200  -0.745
C 0.0190 0.7844 -3.5127  -1.245
C 0.1437 2.1284 -3.8249  -1.086
C 0.0352 2.8361 -2.6208  0.038
N -0.1450 1.9987 -1.5911  -0.818
C -0.0012 4.3354 -2.4472  2.394
C 1.2986 4.9540 -2.9761  -1.601
C -0.1983 4.6922 -0.9713  -1.743
C -1.1972 4.9040 -3.2330  -1.757
H -0.1152 -1.6565 3.1914  0.105
H -0.6401 -3.3356 3.0469  0.358
H -1.7691 -2.0202 2.6802  0.454
H -0.1367 -1.2884 0.8557  -0.304
H 1.0827 -4.0222 1.3709  0.341
H 1.8453 -2.4411 1.6346  0.326
H 1.4610 -2.9602 0.0015  0.309
H -1.8177 -4.5006 1.6311  0.253
H -3.3551 -5.6551 0.1243  0.371
H -3.6775 -4.8502 -2.1734  0.274
H -2.3605 -1.6000 -3.3252  0.047
H -1.2983 -4.2914 -4.2923  0.371
H -0.3402 -2.8959 -3.7725  0.376
H -1.3295 -2.7942 -5.2385  0.354
H -3.8287 -4.0978 -4.2859  0.335
H -3.8913 -2.4739 -4.9597  0.458
H -4.6070 -2.7949 -3.3793  0.428
H -1.2710 0.0081 -0.4495  0.508
H -0.0047 -0.0504 -4.1938  0.596
H 0.2793 2.5467 -4.8097  0.531
H 2.1636 4.4535 -2.5392  0.299
H 1.3350 6.0173 -2.7345  0.459
H 1.3537 4.8402 -4.0567  0.341
H 0.6298 4.3236 -0.3632  0.223
H -1.1121 4.2275 -0.6087  0.351
H -0.2808 5.7713 -0.8478  0.469
H -1.1351 4.6359 -4.2845  0.345
H -1.2215 5.9906 -3.1512  0.438
H -2.1273 4.5032 -2.8349  0.383
O 4.0746 1.3005 0.3353  -0.712
S 4.6508 0.7426 -0.9183  0.736
O 4.0290 1.4902 -2.0326  -0.730
O 6.0937 0.7183 -0.9376  -0.599
S 3.8738 -1.1039 -1.0279  -0.486
N 1.0692 0.6794 2.3128  -0.383
C 1.3668 0.9074 3.3991  0.240
N 1.5980 1.1842 4.6537  0.057
C 0.6586 1.9914 5.4047  -0.592
C 0.2473 1.2141 6.6589  -0.542
O 1.3795 0.8537 7.4191  -0.374
C 2.2369 0.0135 6.6735  -0.512
C 2.7416 0.7177 5.4070  -0.578
H -0.2112 2.2115 4.7840  0.412
H 1.1451 2.9298 5.7014  0.280
H -0.3045 0.3097 6.3594  0.318
H -0.3813 1.8261 7.3070  0.335
H 1.7008 -0.9073 6.3953  0.319
H 3.0678 -0.2371 7.3345  0.330
H 3.3381 0.0380 4.7990  0.431
H 3.3571 1.5792 5.6973  0.276

Atomic forces in eV per Å
-4.31 0.31 1.15
0.04 0.13 -0.27
0.10 -0.11 0.12
-0.12 0.24 -0.07
0.08 0.29 -0.15
-0.12 -0.10 0.00
-0.02 -0.15 0.09
-0.02 -0.02 0.05
0.00 0.23 0.03
-0.04 -0.13 -0.17
-0.05 0.20 0.09
0.16 0.13 0.15
-0.48 -0.53 0.40
0.77 0.62 -0.34
-0.73 -0.64 0.43
-1.14 0.52 -1.27
-0.03 -0.33 0.32
0.27 0.12 -0.42
-0.13 0.06 0.24
-1.79 0.60 -0.30
0.01 0.17 0.09
-0.19 -0.08 0.12
0.06 -0.19 -0.18
0.23 -0.14 0.13
0.05 0.01 0.07
-0.03 -0.07 0.07
-0.07 0.01 0.08
-0.09 -0.12 0.08
-0.01 -0.14 0.02
0.16 0.01 0.07
0.11 -0.05 -0.07
0.03 -0.02 0.12
-0.03 -0.06 0.03
-0.08 -0.01 -0.07
-0.03 -0.15 -0.04
-0.03 -0.11 -0.02
0.14 -0.02 -0.06
0.03 0.01 -0.14
-0.06 -0.14 -0.03
-0.01 0.01 -0.10
-0.15 0.00 0.03
0.13 -0.11 -0.02
0.05 -0.09 0.00
0.03 0.04 -0.06
0.08 0.08 0.01
0.07 0.09 -0.02
0.10 -0.02 -0.11
0.00 0.06 0.05
-0.02 -0.04 0.13
0.07 0.13 -0.01
0.01 -0.02 -0.14
-0.01 0.13 0.00
-0.11 -0.03 0.01
1.86 0.75 1.27
3.90 -1.48 0.12
1.06 0.84 -1.00
-0.19 0.29 -0.03
0.45 -1.04 -0.14
-0.03 -0.11 -1.07
-0.01 -0.06 0.05
0.03 0.19 0.42
-0.32 0.06 0.49
-0.15 0.20 -0.23
0.05 0.06 0.05
0.24 -0.07 -0.22
0.22 -0.28 0.45
0.09 0.01 0.04
-0.09 -0.04 -0.04
0.01 0.10 0.03
-0.01 -0.02 -0.07
0.09 0.08 0.00
-0.01 -0.03 -0.11
-0.03 0.07 -0.01
-0.01 -0.10 -0.07

Properties
E_HOMO	-4.7107	eV
charge	-1
E_tot	-64079.7527	eV
frontier orbital gap	0.2476	Ha
LUMO energy	2.03	eV
energy above the lowest of the compared OMol25 structures with the same formula, charge and spin	3.333	eV



DFT (wB97M-V/def2-TZVPD) results for C26H37CaF6N7O5S4 as an isolated structure.

Each line ends with the Mulliken charge.
Cartesian coordinates (Å):
Ca 0.0248 0.1605 0.0340  1.247
F -4.9679 -2.1288 1.5703  -0.188
C -3.7457 -1.8745 2.0083  0.473
F -2.9769 -2.9546 1.8604  -0.220
F -3.7951 -1.5594 3.3092  -0.204
S -3.0214 -0.4517 1.1146  1.084
O -1.6937 -0.3036 1.7230  -0.710
O -3.9104 0.6558 1.2870  -0.597
N -2.9255 -1.0905 -0.2966  -0.299
S -2.4850 -0.3302 -1.5863  1.039
O -1.1466 -0.7335 -1.9696  -0.695
O -2.7364 1.0860 -1.5646  -0.574
C -3.6042 -1.0844 -2.8198  0.434
F -4.8595 -0.7644 -2.5324  -0.204
F -3.4726 -2.4048 -2.8102  -0.185
F -3.2900 -0.6164 -4.0208  -0.194
C 5.1165 -2.7334 -0.1395  -0.646
C 5.5413 -1.4967 -0.9187  -0.835
N 4.4322 -0.7876 -1.5712  0.133
C 4.2727 -1.0160 -3.0045  -0.754
C 3.6318 -2.3640 -3.3077  -0.857
C 3.6145 0.0039 -0.8569  0.534
S 2.3433 0.8651 -1.6393  -0.567
N 3.9437 0.1140 0.4469  -0.312
C 3.0985 0.2974 1.4379  -0.602
O 1.8435 0.2348 1.4168  -0.174
C 3.7232 0.5115 2.7898  0.630
C 5.0282 0.1139 3.0593  -0.192
C 5.5512 0.2500 4.3392  -0.670
C 4.7783 0.8045 5.3536  -0.449
C 3.4792 1.2207 5.0834  -0.749
C 2.9529 1.0644 3.8092  -0.266
H 5.9738 -3.1419 0.4031  0.371
H 4.7312 -3.5114 -0.8003  0.294
H 4.3346 -2.4916 0.5767  -0.071
H 6.2376 -1.7750 -1.7105  0.416
H 6.0487 -0.7956 -0.2575  0.397
H 5.2635 -0.9478 -3.4601  0.358
H 3.6624 -0.2156 -3.4079  0.385
H 4.2670 -3.1931 -2.9897  0.278
H 3.4598 -2.4631 -4.3811  0.409
H 2.6733 -2.4438 -2.7922  0.137
H 5.6164 -0.3100 2.2546  0.401
H 6.5646 -0.0720 4.5460  0.417
H 5.1894 0.9188 6.3490  0.409
H 2.8797 1.6662 5.8678  0.434
H 1.9370 1.3660 3.5844  0.482
C -0.1577 -0.9540 4.7323  -1.511
C 0.8156 -1.7603 3.9355  1.158
C 2.0058 -2.2258 4.3988  -0.846
C 2.8049 -2.9675 3.5080  0.992
N 2.4712 -3.1632 2.2424  -0.431
C 1.3270 -2.6363 1.7637  0.052
S 0.8972 -2.6677 0.1356  -0.271
N 0.4862 -2.0289 2.6593  0.524
C 4.1046 -3.5620 3.9486  -1.337
H 0.2812 -0.6569 5.6807  0.419
H -1.0603 -1.5364 4.9299  0.377
H -0.4538 -0.0620 4.1749  0.230
H 2.3278 -2.0182 5.4082  0.365
H -0.3811 -1.6623 2.2878  -0.289
H 4.3020 -3.3719 5.0014  0.376
H 4.9107 -3.1350 3.3492  0.227
H 4.0932 -4.6364 3.7605  0.377
C 1.3943 4.5263 -2.3600  -0.695
C 1.0855 5.0468 -0.9592  -1.039
N -0.3004 4.8666 -0.5334  0.202
C -1.2614 5.9058 -0.8986  -0.694
C -1.9779 5.6701 -2.2270  -0.917
C -0.7143 3.6798 -0.0181  0.937
C -2.1383 3.5876 0.4551  -1.468
N 0.0325 2.6302 0.1187  -0.098
H 2.4589 4.6379 -2.5701  0.350
H 0.8363 5.0757 -3.1188  0.305
H 1.1514 3.4681 -2.4502  0.121
H 1.3029 6.1136 -0.8978  0.404
H 1.7351 4.5623 -0.2298  0.499
H -0.7116 6.8459 -0.9423  0.364
H -1.9929 6.0162 -0.1005  0.348
H -1.2939 5.7578 -3.0701  0.291
H -2.7723 6.4071 -2.3576  0.367
H -2.4270 4.6767 -2.2617  0.180
H -2.4165 4.4360 1.0791  0.574
H -2.2562 2.6739 1.0277  -0.013
H -2.8270 3.5389 -0.3893  0.202
H 0.9687 2.7217 -0.2713  -0.177

Atomic forces in eV per Å
1.47 0.23 -0.04
0.08 -0.01 0.03
0.11 -0.25 0.26
-0.17 0.16 0.06
-0.03 -0.06 -0.20
-0.57 0.38 0.28
0.12 0.13 -0.16
0.20 -0.26 0.01
-0.16 -0.23 0.12
0.05 0.45 -0.47
-0.10 0.17 0.10
0.01 -0.25 0.02
-0.07 -0.16 -0.07
-0.02 0.01 -0.03
-0.01 0.03 -0.03
-0.01 0.02 -0.04
-0.02 -0.03 -0.03
-0.06 0.01 0.01
0.06 0.05 0.04
-0.03 -0.03 0.00
0.01 0.01 0.01
-0.05 -0.22 0.16
-0.23 0.02 0.05
0.04 -0.03 -0.01
0.20 -0.05 -0.09
-0.53 0.12 -0.08
-0.03 0.02 0.04
0.02 -0.01 0.01
-0.06 0.03 0.01
-0.01 -0.02 -0.08
0.05 -0.03 -0.04
0.01 -0.01 0.03
-0.02 0.02 -0.03
0.00 0.04 0.05
-0.01 -0.01 0.04
0.01 0.02 -0.02
-0.03 0.03 0.01
0.01 0.00 0.01
0.00 0.03 0.00
-0.04 0.03 -0.01
0.01 0.01 0.02
0.02 -0.02 -0.01
-0.02 0.01 0.03
-0.01 0.00 -0.01
0.00 0.00 -0.01
0.00 0.00 -0.01
0.02 0.00 0.00
-0.04 -0.02 -0.07
-0.19 0.19 0.13
0.24 -0.09 0.07
-0.12 0.01 -0.21
0.01 0.05 0.01
0.19 -0.11 0.14
-0.14 0.02 0.02
0.04 -0.08 -0.03
0.01 0.02 -0.02
0.02 -0.01 0.01
0.00 0.02 -0.01
0.02 -0.05 0.03
0.00 0.00 -0.02
-0.13 0.00 0.04
0.00 -0.01 0.00
-0.02 0.00 0.01
0.00 0.02 0.01
-0.01 0.02 0.02
-0.04 -0.06 -0.06
0.00 0.02 -0.05
0.02 0.02 -0.04
0.02 -0.02 0.01
0.04 -0.14 0.03
-0.02 -0.07 -0.02
-0.18 -0.22 -0.10
-0.02 -0.01 0.00
0.02 -0.01 0.02
0.00 -0.01 -0.01
-0.02 0.02 0.00
0.02 -0.04 0.05
0.01 0.02 0.02
0.01 0.00 -0.01
-0.01 -0.01 0.00
0.02 -0.01 0.00
0.00 0.03 0.00
0.02 -0.04 0.03
-0.02 -0.01 0.01
0.01 0.02 0.04
0.01 0.16 0.05

Properties
E_HOMO	-7.8538	eV
E_tot	-126321.1611	eV
frontier orbital gap	0.2923	Ha
LUMO energy	0.10	eV
energy above the lowest of the compared OMol25 structures with the same formula, charge and spin	0.000	eV